No. 1
Here is 2 unconnected molecules or ions with the total composition C2H6Cl2Si in a non-equilibrium geometry from the OMol25 dataset. Energies are from wB97M-V/def2-TZVPD.

```
11
C2H6Cl2Si (wB97M-V/def2-TZVPD)
C 1.91 0.17 -1.99
C 0.83 -0.28 -1.33
Si -2.01 0.32 2.73
Cl -0.20 -0.36 3.05
Cl -2.26 0.99 0.86
H 2.45 -0.32 -2.69
H 2.36 1.04 -1.58
H -2.08 1.43 3.66
H 0.50 -1.21 -1.62
H 0.26 0.05 -0.49
H -3.08 -0.63 2.87
```

Output
HOMO energy   -10.04 eV
HOMO-LUMO gap   10.80 eV
SMILES string   Cl[SiH2]Cl.C=C

---

No. 2
Here is a molecular structure, C11H15InNP in a non-equilibrium geometry from the OMol25 dataset. Energies are from wB97M-V/def2-TZVPD.

```
29
C11H15InNP (wB97M-V/def2-TZVPD)
C -0.50 1.05 -4.35
C -1.31 1.53 -3.29
C -0.47 2.27 -2.39
C 0.86 2.27 -2.91
C 0.88 1.45 -4.09
In 1.54 -2.43 -2.07
P 0.01 -3.97 -0.81
H -0.80 0.48 -5.23
H -2.37 1.40 -3.16
H -0.80 2.80 -1.50
H 1.73 1.19 -4.70
H 1.73 2.74 -2.46
H 0.67 -5.23 -0.62
H -1.21 -4.32 -1.50
H -0.41 -3.56 0.51
N 0.08 0.48 0.49
C 0.06 0.32 1.85
C 1.26 0.06 2.57
C 1.20 -0.18 3.94
C -0.02 -0.16 4.63
C -1.20 0.15 3.92
C -1.16 0.40 2.55
H 0.95 0.48 -0.03
H -0.75 0.66 -0.04
H 2.21 0.05 2.04
H 2.12 -0.40 4.48
H -0.06 -0.38 5.69
H -2.16 0.19 4.45
H -2.08 0.65 2.01
```

Output
HOMO energy (alpha / beta)   -5.43 / -5.65 eV
HOMO-LUMO gap (alpha / beta)   3.33 / 3.59 eV

---

No. 3
Here is a single C22H38N4O molecule from the OMol25 dataset. Energies are from wB97M-V/def2-TZVPD.

```
65
C22H38N4O (wB97M-V/def2-TZVPD)
O -2.69 -2.63 -2.88
H -1.88 -2.85 -3.37
C -2.57 -3.15 -1.58
C -1.33 -2.64 -0.85
H -1.21 -3.17 0.10
H -0.44 -2.84 -1.45
C -1.42 -1.13 -0.59
N -2.57 -0.84 0.24
C -2.35 -1.14 1.64
C -1.01 -0.63 2.19
N 0.06 -1.13 1.35
C -0.10 -0.61 0.01
H 0.73 -0.96 -0.61
H -0.10 0.49 0.00
C 1.38 -0.84 1.90
C 2.44 -1.53 1.12
C 3.45 -0.99 0.35
N 4.13 -2.05 -0.17
N 3.62 -3.22 0.20
C 2.60 -2.93 0.98
H 2.00 -3.70 1.42
H 4.94 -2.03 -0.77
C 3.84 0.42 0.06
C 5.26 0.73 0.54
C 5.61 2.19 0.27
C 5.48 2.50 -1.22
C 4.07 2.19 -1.71
C 3.71 0.73 -1.44
H 4.39 0.09 -2.01
H 2.69 0.53 -1.78
H 3.99 2.40 -2.78
H 3.35 2.84 -1.19
H 5.71 3.55 -1.40
H 6.20 1.90 -1.78
H 6.63 2.39 0.60
H 4.93 2.83 0.83
H 5.34 0.51 1.61
H 5.97 0.08 0.02
H 3.14 1.07 0.60
H 1.39 -1.20 2.93
H 1.58 0.25 1.92
H -0.87 -1.01 3.20
H -1.00 0.48 2.23
H -3.16 -0.72 2.23
H -2.37 -2.23 1.76
C -3.40 0.30 -0.11
C -2.98 1.65 0.49
C -3.87 2.77 -0.04
C -5.34 2.49 0.29
C -5.76 1.14 -0.28
C -4.86 0.03 0.25
H -5.16 -0.93 -0.17
H -4.98 -0.04 1.34
H -6.80 0.93 -0.02
H -5.69 1.17 -1.37
H -5.97 3.28 -0.11
H -5.46 2.48 1.38
H -3.57 3.73 0.39
H -3.76 2.84 -1.13
H -1.94 1.87 0.23
H -3.05 1.62 1.58
H -3.35 0.38 -1.20
H -1.58 -0.64 -1.56
H -2.56 -4.25 -1.61
H -3.46 -2.82 -1.05
```

Output
HOMO energy   -7.80 eV
HOMO-LUMO gap   8.54 eV
SMILES string   OCC[C@@H]1CN(Cc2cn[nH]c2C2CCCCC2)CCN1C1CCCCC1

---

No. 4
Here is 2 unconnected molecules or ions with the total composition C2H6N2O2 in a non-equilibrium geometry from the OMol25 dataset. Energies are from wB97M-V/def2-TZVPD.

```
12
C2H6N2O2 (wB97M-V/def2-TZVPD)
C -1.33 0.82 0.78
N -2.32 1.56 0.10
O -1.71 -0.02 1.59
H -0.25 0.97 0.54
H -3.24 1.14 -0.03
H -2.31 2.56 0.12
C 2.31 -1.45 -0.80
N 1.29 -1.08 0.11
O 2.12 -2.10 -1.79
H 3.36 -1.10 -0.68
H 0.52 -1.08 -0.53
H 1.56 -0.23 0.58
```

Output
HOMO energy   -10.17 eV
HOMO-LUMO gap   10.84 eV
SMILES string   NC=O.NC=O

---

No. 5
Here is a single C24H28N4O5S2 molecule in a non-equilibrium geometry from the OMol25 dataset. Energies are from wB97M-V/def2-TZVPD.

```
63
C24H28N4O5S2 (wB97M-V/def2-TZVPD)
C -0.45 -0.64 -1.91
C 0.99 -0.78 -1.52
C 1.98 -0.42 -2.42
C 3.32 -0.47 -2.08
C 3.67 -0.96 -0.84
C 2.72 -1.36 0.07
C 1.37 -1.24 -0.26
N 0.40 -1.56 0.71
C 0.52 -1.17 2.01
O 1.52 -0.71 2.51
C -0.68 -1.49 2.90
H -0.66 -2.54 3.18
H -0.61 -0.88 3.80
S -2.30 -1.23 2.13
C -1.98 0.32 1.36
N -0.81 0.80 1.53
C -0.46 1.95 0.89
C 0.84 2.44 1.01
C 1.21 3.58 0.34
C 0.29 4.26 -0.46
C -1.00 3.79 -0.60
C -1.39 2.63 0.07
C -2.73 2.08 -0.09
O -3.61 2.56 -0.78
N -2.96 0.89 0.61
C -4.24 0.23 0.40
H -4.49 -0.35 1.28
H -4.98 1.02 0.23
C -4.19 -0.67 -0.85
H -3.87 -0.06 -1.70
C -5.54 -1.36 -1.10
H -6.06 -0.92 -1.94
H -6.17 -1.27 -0.21
C -5.16 -2.82 -1.33
H -5.92 -3.52 -1.01
C -3.88 -2.93 -0.51
H -3.20 -3.72 -0.85
O -3.21 -1.69 -0.69
H -4.10 -3.08 0.55
H -4.93 -2.99 -2.39
H -1.73 4.29 -1.22
H 0.59 5.16 -0.98
H 2.21 3.96 0.43
H 1.53 1.89 1.64
H -0.52 -1.79 0.37
H 3.02 -1.77 1.02
S 5.39 -0.92 -0.31
O 5.70 -2.11 0.42
O 6.20 -0.58 -1.44
N 5.46 0.36 0.75
C 4.94 0.13 2.08
H 5.22 -0.89 2.35
H 3.85 0.23 2.13
H 5.40 0.83 2.77
C 5.10 1.62 0.16
H 5.52 2.44 0.75
H 5.54 1.65 -0.84
H 4.02 1.76 0.08
H 4.10 -0.17 -2.76
H 1.70 -0.06 -3.40
H -1.02 -1.55 -1.72
H -0.54 -0.39 -2.96
H -0.92 0.16 -1.33
```

Output
HOMO energy   -8.59 eV
HOMO-LUMO gap   8.86 eV
SMILES string   Cc1ccc(S(=O)(=O)N(C)C)cc1NC(=O)CSc1nc2ccccc2c(=O)n1C[C@@H]1CCCO1

---

No. 6
Here is 2 unconnected molecules or ions with the total composition C3H7N2S in a non-equilibrium geometry from the OMol25 dataset. Energies are from wB97M-V/def2-TZVPD.

```
13
C3H7N2S (wB97M-V/def2-TZVPD)
C -0.44 -0.73 2.00
C -0.85 -0.70 0.72
C 0.84 -0.22 2.12
N 1.40 0.09 0.97
N -0.71 0.82 -2.77
S 0.35 -0.10 -0.36
H -1.09 -1.05 2.78
H -1.70 -1.19 0.19
H 1.51 -0.27 2.97
H 2.42 0.40 0.95
H -1.44 0.66 -3.49
H 0.11 0.44 -3.23
H -0.40 1.84 -2.85
```

Output
HOMO energy   -14.25 eV
HOMO-LUMO gap   9.56 eV
Total charge   +1

---

No. 7
Here is a molecular structure, C10H6B2CrN2O24S in a non-equilibrium geometry from the OMol25 dataset. Energies are from wB97M-V/def2-TZVPD.

```
46
C10H6B2CrN2O24S (wB97M-V/def2-TZVPD)
Cr 17.82 -15.67 -13.72
O 17.44 -10.04 -7.64
C 18.25 -10.59 -8.44
O 18.01 -11.72 -9.08
B 19.15 -12.10 -9.92
O 20.01 -10.95 -9.77
C 19.60 -10.07 -8.96
O 20.19 -9.03 -8.66
O 18.91 -12.33 -11.39
C 19.00 -13.57 -11.60
O 18.87 -14.11 -12.72
C 19.45 -14.38 -10.33
O 19.63 -13.45 -9.36
O 19.64 -15.60 -10.26
O 13.43 -16.62 -11.68
C 14.13 -15.84 -11.03
O 13.86 -15.15 -9.94
B 15.08 -14.52 -9.43
O 16.20 -14.87 -10.36
C 15.66 -15.59 -11.38
O 16.35 -15.93 -12.33
O 15.44 -14.90 -8.06
C 15.58 -13.78 -7.33
O 16.11 -13.64 -6.20
C 15.17 -12.60 -8.17
O 14.79 -13.07 -9.32
O 15.11 -11.44 -7.83
S 17.91 -16.05 -16.35
O 19.02 -15.98 -15.44
O 16.85 -16.04 -15.38
O 17.76 -15.09 -17.35
O 17.95 -17.25 -17.10
C 15.37 -13.34 -16.26
N 15.27 -13.39 -14.82
O 14.25 -12.97 -14.31
O 16.16 -13.89 -14.17
H 16.42 -13.39 -16.53
H 14.97 -12.36 -16.51
H 14.77 -14.19 -16.59
C 19.60 -19.36 -11.61
N 19.85 -18.10 -12.39
O 20.96 -17.69 -12.71
O 18.85 -17.46 -12.56
H 19.95 -20.19 -12.21
H 18.53 -19.47 -11.46
H 20.14 -19.42 -10.66
```

Output
HOMO energy (alpha / beta)   3.24 / -0.62 eV
HOMO-LUMO gap (alpha / beta)   3.12 / 6.97 eV
Total charge   -3
Multiplicity   6

---

No. 8
Here is a molecular structure, C9H13Br2GdIO3 in a non-equilibrium geometry from the OMol25 dataset. Energies are from wB97M-V/def2-TZVPD.

```
29
C9H13Br2GdIO3 (wB97M-V/def2-TZVPD)
C -1.24 -2.40 1.75
C 0.14 -1.86 1.67
Br 0.33 -0.22 2.65
C 0.68 -1.64 0.29
Br 1.49 -3.36 -0.23
C -0.32 -1.19 -0.76
O 0.04 -1.70 -2.07
C 0.28 -0.71 -2.94
O 0.99 -0.69 -3.89
O -0.48 0.37 -2.47
C -0.34 0.35 -1.05
C 0.85 1.18 -0.73
C 0.52 2.58 -0.31
C 0.02 2.69 1.10
I 1.59 2.40 2.48
H -1.38 -3.22 1.09
H -1.95 -1.64 1.48
H -1.48 -2.67 2.74
H 0.78 -2.55 2.16
H 1.51 -0.97 0.34
H -1.31 -1.55 -0.62
H -1.31 0.72 -0.67
H 1.44 1.26 -1.61
H 1.44 0.76 0.06
H -0.14 3.09 -1.03
H 1.42 3.15 -0.40
H -0.33 3.68 1.30
H -0.77 2.01 1.33
Gd -2.45 2.15 -1.67
```

Output
HOMO energy (alpha / beta)   -18.73 / -18.72 eV
HOMO-LUMO gap (alpha / beta)   5.34 / 4.99 eV
Total charge   +3
Multiplicity   8

---

No. 9
Here is a molecular structure, C35H43F7N6O9S2Sr in a non-equilibrium geometry from the OMol25 dataset. Energies are from wB97M-V/def2-TZVPD.

```
103
C35H43F7N6O9S2Sr (wB97M-V/def2-TZVPD)
Sr -0.18 14.21 11.43
C 0.31 19.98 9.48
C -0.84 19.00 9.58
C -1.61 18.94 10.81
C -1.11 19.65 12.03
C -2.82 18.17 10.85
C -3.66 18.01 12.06
C -3.21 17.40 9.68
C -4.48 16.59 9.64
C -2.38 17.42 8.55
C -2.69 16.59 7.32
C -1.20 18.20 8.51
C -0.37 18.14 7.23
H 1.32 19.57 9.62
H 0.21 20.75 10.28
H 0.20 20.48 8.53
H -0.02 19.60 12.14
H -1.52 19.29 13.01
H -1.37 20.70 11.95
H -4.74 18.11 11.82
H -3.44 18.75 12.85
H -3.51 16.99 12.49
H -5.06 16.85 10.51
H -4.34 15.51 9.69
H -5.12 16.82 8.78
H -1.97 15.80 7.10
H -2.73 17.24 6.43
H -3.68 16.10 7.40
H 0.59 18.71 7.40
H -0.87 18.55 6.34
H -0.13 17.06 7.08
C -0.12 10.02 14.07
C -0.51 11.06 13.05
N 0.12 12.21 13.03
O 1.03 12.35 14.03
C -1.59 10.79 12.18
C -2.47 9.57 12.22
N -1.88 11.72 11.20
O -2.93 11.45 10.57
H -0.61 10.23 15.00
H 0.94 10.04 14.27
H -0.34 9.01 13.69
H 1.29 13.32 14.02
H -1.98 8.83 12.80
H -2.65 9.26 11.20
H -3.42 9.78 12.70
F 3.59 18.87 16.05
C 2.47 18.22 16.48
C 2.07 17.16 15.71
C 0.78 16.60 15.94
C 0.18 15.61 15.03
O 0.86 15.03 14.14
C -1.20 15.35 15.34
C -1.79 15.70 16.52
N -1.13 16.38 17.48
C -1.63 16.60 18.80
C -2.57 17.81 18.95
C -3.05 16.42 19.23
C 0.08 16.97 17.14
C 0.62 17.96 17.95
C 1.77 18.68 17.62
N 2.08 19.85 18.41
C 2.71 19.63 19.71
C 4.26 19.58 19.74
N 4.82 20.73 18.87
C 3.78 21.74 18.47
C 2.61 21.06 17.71
C -1.97 14.74 14.18
O -2.86 13.92 14.41
O -1.61 15.23 13.05
H 2.75 16.77 14.93
H -2.84 15.42 16.60
H -0.87 16.46 19.62
H -2.77 18.30 17.98
H -2.39 18.48 19.81
H -3.79 15.94 18.55
H -3.18 16.21 20.30
H -0.07 18.28 18.78
H 2.33 18.67 20.11
H 2.36 20.41 20.36
H 4.73 18.65 19.39
H 4.58 19.80 20.76
H 5.19 20.31 17.99
H 5.57 21.22 19.39
H 4.20 22.53 17.81
H 3.36 22.20 19.36
H 2.90 20.85 16.69
H 1.79 21.76 17.69
F 5.38 16.10 9.21
C 4.22 16.80 9.31
F 3.71 17.11 8.09
F 4.51 17.90 10.03
S 2.83 15.45 9.94
O 1.32 15.77 9.94
O 3.12 15.08 11.34
N 3.30 14.37 8.87
S 2.55 14.09 7.47
O 3.20 13.13 6.64
O 1.85 15.22 6.88
C 1.14 13.07 8.02
F 1.58 11.83 8.23
F 0.34 13.47 9.13
F 0.14 13.10 7.10
```

Output
HOMO energy (alpha / beta)   -5.07 / -5.07 eV
HOMO-LUMO gap (alpha / beta)   2.92 / 2.92 eV

---

No. 10
Here is a molecular structure, C45H41BrKN7O7 from the OMol25 dataset. Energies are from wB97M-V/def2-TZVPD.

```
102
C45H41BrKN7O7 (wB97M-V/def2-TZVPD)
K -0.37 0.93 0.26
O -2.43 0.75 1.53
C -3.02 -0.16 2.24
C -3.47 -1.37 1.66
C -4.04 -2.37 2.43
C -4.23 -2.20 3.80
C -3.87 -0.99 4.37
C -3.29 0.02 3.62
C -3.03 1.36 4.26
O -3.06 2.43 3.35
N -1.77 1.39 5.05
N -0.70 0.80 4.47
C 0.43 1.36 4.62
C 1.69 0.80 4.11
Br 1.61 -0.99 3.51
C 2.80 1.52 4.12
C 4.15 1.21 3.63
C 5.26 1.64 4.36
C 6.55 1.41 3.91
C 6.75 0.75 2.70
C 5.65 0.33 1.95
C 4.36 0.55 2.41
H -2.79 2.00 2.48
H -3.34 -1.49 0.59
H -4.34 -3.30 1.95
H -4.67 -2.99 4.40
H -4.05 -0.81 5.43
H -3.80 1.56 5.01
H -1.60 2.37 5.29
H 0.53 2.32 5.14
H 2.70 2.51 4.56
H 5.10 2.17 5.29
H 7.40 1.74 4.49
H 7.75 0.57 2.33
H 5.79 -0.15 0.99
H 3.51 0.25 1.82
C -3.12 -1.75 -3.88
C -1.94 -0.96 -3.37
N -2.03 -0.01 -2.49
N -3.24 0.25 -1.99
C -3.28 1.42 -1.31
O -2.41 2.30 -1.25
C -4.59 1.63 -0.59
C -5.70 0.81 -0.79
C -6.88 1.03 -0.09
C -6.96 2.07 0.83
C -5.85 2.89 1.04
C -4.68 2.67 0.33
C -0.59 -1.29 -3.86
C -0.40 -2.31 -4.81
C 0.88 -2.63 -5.23
C 1.95 -1.94 -4.70
C 1.68 -0.94 -3.77
N 0.46 -0.62 -3.35
H -4.01 -1.38 -3.39
H -3.01 -2.82 -3.65
H -3.23 -1.65 -4.96
H -5.61 -0.01 -1.49
H -7.73 0.38 -0.25
H -7.87 2.23 1.39
H -5.89 3.68 1.78
H -3.81 3.29 0.49
H -1.26 -2.85 -5.20
H 1.03 -3.42 -5.95
H 2.97 -2.15 -4.99
H 2.49 -0.37 -3.33
C 1.78 3.52 -1.94
C 2.05 2.46 -0.90
O 1.54 2.59 0.21
C 2.92 1.33 -1.27
C 3.91 1.54 -2.24
C 4.83 0.58 -2.60
C 4.74 -0.68 -1.98
C 3.77 -0.95 -1.06
C 2.79 0.03 -0.64
O 1.90 -0.27 0.20
H 0.87 4.05 -1.65
H 1.65 3.09 -2.94
H 2.60 4.24 -1.98
H 3.97 2.52 -2.71
H 5.60 0.79 -3.33
H 5.45 -1.46 -2.25
H 3.69 -1.92 -0.59
O 3.30 -4.74 1.16
C 2.54 -4.39 2.30
N 1.50 -5.34 2.62
C 0.29 -5.44 1.99
O -0.45 -6.39 2.17
C -0.01 -4.32 1.04
C 0.22 -4.49 -0.32
C 0.07 -3.40 -1.16
C -0.27 -2.18 -0.59
N -0.54 -2.02 0.70
C -0.43 -3.07 1.49
H 2.83 -4.41 0.38
H 2.10 -3.40 2.17
H 3.23 -4.36 3.13
H 1.75 -6.15 3.16
H 0.53 -5.46 -0.70
H 0.25 -3.47 -2.23
H -0.33 -1.30 -1.22
H -0.66 -2.91 2.54
```

Output
HOMO energy   -1.98 eV
HOMO-LUMO gap   5.96 eV
Total charge   -2

---

| no. | M (g mol⁻¹) |
| --- | --- |
| 1 | 129.1 |
| 2 | 307.0 |
| 3 | 374.6 |
| 4 | 90.1 |
| 5 | 516.6 |
| 6 | 103.2 |
| 7 | 643.8 |
| 8 | 613.2 |
| 9 | 976.5 |
| 10 | 910.9 |